3 unconnected molecules or ions with the total composition C5H14N2 in a non-equilibrium geometry. Source: the OMol25 dataset; level of theory: ωB97M-V/def2-TZVPD.

## Properties
ΔE to the lowest compared entry with this formula, charge and spin = 77.5 kcal/mol
HOMO-LUMO gap = 0.29216 hartree
SMILES = C=C(C)N.C=N.C
HOMO energy = -7.402 eV

Last column: natural (NBO) charge in e.
Cartesian coordinates (Å):
C 1.50 -0.83 0.24  -0.624
C 1.59 0.49 -0.14  0.258
C 1.50 0.85 -1.60  -0.669
N 1.40 1.54 0.71  -0.899
H 1.82 -1.59 -0.45  0.198
H 1.68 -1.09 1.27  0.192
H 2.31 0.37 -2.15  0.224
H 1.59 1.92 -1.74  0.222
H 0.55 0.52 -2.03  0.214
H 0.17 1.78 0.60  0.418
H 1.55 1.27 1.67  0.346
C -1.75 0.53 1.19  0.049
N -1.29 1.52 0.52  -0.634
H -1.13 0.14 1.98  0.185
H -2.78 0.19 1.15  0.178
H -1.87 1.87 -0.23  0.368
C -1.41 -1.86 -0.17  -0.923
H -2.06 -1.36 -0.89  0.203
H -1.99 -2.20 0.68  0.204
H -1.02 -2.74 -0.66  0.221
H -0.37 -1.31 0.06  0.270

2 unconnected molecules or ions with the total composition C5H14N2 in a non-equilibrium geometry. Source: the OMol25 dataset; level of theory: ωB97M-V/def2-TZVPD.

## Properties
ΔE to the lowest compared entry with this formula, charge and spin = 199.2 kcal/mol
HOMO-LUMO gap = 0.10702 hartree
HOMO energy = -5.862 eV

Last column: natural (NBO) charge in e.
Cartesian coordinates (Å):
C -2.22 1.77 2.77  -0.461
C -0.94 0.30 -0.76  -0.619
C 0.14 -0.35 0.06  -0.387
C 1.48 -0.31 -0.65  -0.282
N 1.30 -1.02 -1.85  -0.282
C 2.45 -1.62 -2.46  -0.477
N -1.76 0.62 2.05  -0.588
H -1.52 1.35 3.54  0.269
H -1.97 2.73 2.28  0.202
H -1.27 -0.48 -1.49  0.225
H -0.68 1.22 -1.26  0.205
H -0.05 -1.41 0.24  0.200
H 0.28 0.15 1.04  0.234
H 2.32 -0.59 0.01  0.179
H 1.70 0.78 -0.80  0.214
H -1.77 0.52 -0.06  0.241
H 2.03 -2.39 -3.17  0.207
H 3.19 -2.04 -1.75  0.190
H 2.94 -0.93 -3.16  0.221
H -3.23 1.85 3.18  0.185
H -2.42 -0.14 2.24  0.322